(1)
{"formula": "C3H6FNS", "method": "ωB97M-V/def2-TZVPD", "lumo_energy_ev": [-0.743, -0.743], "de_lowest_kcal_mol": 85.1, "fmax_ev_per_a": 5.1, "symbols": ["C", "C", "C", "N", "F", "S", "H", "H", "H", "H", "H", "H"], "xyz": [[-1.38175, -0.16660, 0.14611], [0.68690, -1.25616, 0.28692], [0.54856, 1.17162, -0.47225], [-0.09412, -0.03110, 0.07114], [-1.97636, 1.99622, 0.19138], [-2.62291, -1.07513, 0.32458], [1.02178, -1.10751, 1.37039], [0.13888, -2.21101, 0.39878], [1.47396, -1.45758, -0.58896], [-0.03010, 1.98253, -0.26559], [1.56852, 1.03014, 0.10107], [0.66663, 1.12457, -1.56357]], "forces_ev_per_a": [[-0.117, 1.241, 0.263], [1.763, -0.792, 0.571], [3.949, -3.151, 0.752], [-2.397, -0.479, -1.352], [0.687, -2.083, -0.149], [0.046, 0.503, -0.027], [0.846, -0.336, -1.701], [-0.499, 0.931, -0.599], [-1.428, 0.890, 2.324], [-1.459, 2.310, 1.136], [-1.586, 1.382, -1.520], [0.196, -0.419, 0.302]], "mulliken_charge": [0.678, -0.863, -0.755, 0.009, -0.696, -0.238, 0.359, 0.322, 0.282, 0.348, 0.289, 0.265]}


(2)
{"formula": "C3H6FO3RbTl", "method": "ωB97M-V/def2-TZVPD", "total_charge": 3, "lumo_energy_ev": -19.144, "de_lowest_kcal_mol": 12.8, "fmax_ev_per_a": 2.4, "symbols": ["Rb", "Tl", "F", "C", "O", "C", "O", "O", "C", "H", "H", "H", "H", "H", "H"], "xyz": [[4.67400, -1.21723, 0.53697], [1.50482, 1.02881, -3.20562], [2.94877, 0.89855, -0.59932], [-2.39878, -1.23999, -0.99434], [-1.89327, -0.64830, 0.15294], [-0.72253, 0.03782, 0.18656], [-0.10457, 0.28569, -0.82475], [-0.41380, 0.35013, 1.46569], [0.81087, 1.01427, 1.70962], [-3.09949, -0.53377, -1.43972], [-2.99351, -2.10205, -0.69227], [-1.63980, -1.61670, -1.68001], [1.66577, 0.36019, 1.88118], [0.65835, 1.64473, 2.58560], [1.00316, 1.73790, 0.91748]], "forces_ev_per_a": [[0.520, -0.146, 0.098], [0.345, 0.264, -0.173], [-0.994, -0.192, -0.205], [0.950, -1.103, -0.564], [1.066, 1.112, 1.061], [-0.437, -0.975, 0.640], [0.197, 0.157, 0.726], [-0.494, -0.381, -2.323], [-0.147, 1.098, 1.629], [-0.666, 0.354, -0.372], [-0.750, -0.072, 0.587], [0.172, 0.554, -0.079], [-0.045, -0.382, -0.476], [-0.197, -0.329, 0.193], [0.480, 0.041, -0.742]], "mulliken_charge": [1.001, 1.036, -0.358, -0.494, -0.091, 0.772, -0.219, -0.115, -0.485, 0.371, 0.300, 0.364, 0.262, 0.312, 0.345]}